Below is a molecular structure, C23H25BrMgO3 at a distorted geometry, with properties calculated with ωB97M-V/def2-TZVPD.

Geometry as ORCA input:
```
! RIJCOSX wB97M-V def2-TZVPD def2/J DEFGRID3
* xyz 2 1
C -1.048 -5.950 1.013
C 0.612 2.261 1.311
H -1.203 -3.835 3.117
C -1.065 0.130 1.651
C -0.510 -4.438 1.014
H 2.423 -2.302 2.511
C -1.221 -1.386 1.950
O -2.497 -2.005 1.951
C -2.944 0.645 -1.540
H -1.185 -3.702 0.436
H 0.575 3.486 -3.270
O 4.007 0.409 2.752
H -2.826 2.873 -1.571
H -1.971 -0.830 -3.038
H -2.745 -1.579 -1.553
H -1.113 -0.769 -1.327
C 1.506 -1.644 2.281
C -0.767 2.148 -2.100
H -4.006 0.489 -1.970
Br -2.398 -6.362 2.424
H 0.753 5.440 -1.484
H -0.141 -6.655 1.000
H -3.064 0.672 -0.404
H 5.403 3.171 -1.858
H -1.952 0.803 1.401
H -2.736 2.034 -3.268
H 0.593 -4.351 3.065
C 1.902 2.520 0.379
C -0.235 -3.825 2.486
C 1.663 -0.135 1.983
C 0.496 4.355 -1.179
C 3.207 1.690 0.722
H -3.063 -1.406 1.402
C 1.801 3.539 -0.775
C 0.067 -2.252 2.241
C 3.117 3.761 -1.612
H -1.578 -6.105 -0.007
C 4.438 2.979 -1.260
H -1.098 4.269 -2.759
C 4.491 1.917 -0.100
H 3.156 4.514 -2.482
C -0.216 3.618 -2.440
H -0.435 1.728 -1.091
Mg -2.339 -8.522 1.399
C 0.363 0.703 1.662
C 3.080 0.639 1.938
O -0.121 3.167 1.763
H 0.495 -4.431 0.462
H 5.451 1.348 0.119
C -2.112 -0.678 -1.902
H -0.296 4.432 -0.364
H -0.349 1.422 -2.900
C -2.370 2.003 -2.177
*
```

gap between HOMO and LUMO	1.48	eV
F_max	4.76	eV/Å
HOMO	-12.53	eV